Molecular formula: CFIS
Method: DFT, the ωB97M-V functional and the def2-TZVPD basis

The geometry in XYZ format:
```
4
CFIS, DFT the ωB97M-V functional and the def2-TZVPD basis
C -1.3725 0.5840 0.2562
F -1.5185 -0.4530 -0.5376
S 2.1214 -0.8365 -0.3450
I 0.7696 0.7055 0.6265
```

Values from the calculation:
- LUMO: -1.6593 eV
- HOMO energy: -0.317 Ha
- Molar mass: 190.0 g mol⁻¹
- Orbital gap: 0.2561 hartree
- Energy relative to the best compared isomer or geometry (same formula, charge and spin): 384.04 kJ/mol